{"formula": "C44H25MoN11S", "method": "the ωB97M-V functional and the def2-TZVPD basis", "species": ["Mo", "C", "C", "C", "C", "C", "N", "C", "C", "C", "C", "C", "C", "C", "C", "N", "C", "N", "C", "N", "C", "N", "C", "N", "C", "N", "C", "C", "C", "C", "C", "C", "C", "C", "C", "C", "C", "C", "C", "C", "N", "H", "H", "H", "H", "H", "H", "H", "H", "H", "H", "H", "H", "H", "H", "H", "H", "N", "C", "C", "C", "C", "C", "C", "S", "N", "C", "C", "C", "C", "C", "C", "N", "H", "H", "H", "H", "H", "H", "H", "H", "H"], "xyz": [[-0.0899, -0.1221, -0.3112], [-0.7795, -5.1628, -4.4444], [-1.0627, -4.1869, -5.3921], [-1.2248, -2.8443, -5.0285], [-1.0510, -2.5357, -3.6934], [-1.1955, -1.2914, -2.9724], [-1.6110, -0.1721, -3.5169], [-1.6375, 0.9613, -2.8539], [-2.2505, 2.1594, -3.3840], [-2.9601, 2.3867, -4.5432], [-3.4238, 3.6968, -4.7505], [-3.1751, 4.7073, -3.8329], [-2.4522, 4.4648, -2.6529], [-2.0034, 3.1765, -2.4583], [-1.2865, 2.5640, -1.3640], [-0.9492, 3.2171, -0.2736], [-0.7803, 2.5828, 0.8548], [-0.8754, 1.2041, 1.0406], [-1.0139, 1.0069, 2.4084], [-1.3721, -0.1102, 2.9892], [-1.4156, -1.2398, 2.3313], [-0.9409, -1.4749, 1.0409], [-1.1345, -2.8303, 0.8067], [-0.8667, -3.4848, -0.3051], [-0.8054, -2.8569, -1.4469], [-0.9210, -1.4816, -1.6275], [-0.7719, -3.5214, -2.7396], [-0.6492, -4.8488, -3.0825], [-1.7114, -3.4701, 1.9624], [-2.0661, -4.7823, 2.1971], [-2.6565, -5.0609, 3.4394], [-2.8689, -4.0620, 4.3796], [-2.4979, -2.7294, 4.1325], [-1.9211, -2.4663, 2.9100], [-0.8136, 2.2545, 3.1122], [-0.8675, 2.5601, 4.4571], [-0.6886, 3.9045, 4.8054], [-0.5024, 4.8850, 3.8376], [-0.4922, 4.5724, 2.4711], [-0.6333, 3.2424, 2.1394], [-1.0477, 1.2231, -1.6216], [-0.6757, -6.1920, -4.7617], [-1.1760, -4.4742, -6.4289], [-1.4846, -2.0905, -5.7595], [-3.1575, 1.6002, -5.2589], [-3.9881, 3.9229, -5.6455], [-3.5479, 5.7036, -4.0300], [-2.2571, 5.2542, -1.9399], [-0.4664, -5.6172, -2.3436], [-1.8955, -5.5614, 1.4667], [-2.9532, -6.0754, 3.6694], [-3.3301, -4.3161, 5.3246], [-2.6637, -1.9529, 4.8667], [-1.0539, 1.8032, 5.2070], [-0.7144, 4.1907, 5.8484], [-0.3832, 5.9151, 4.1462], [-0.3863, 5.3418, 1.7184], [3.9965, 0.0133, 0.9105], [4.0620, 0.2815, 2.3101], [5.1746, 0.9051, 2.8428], [5.1798, 1.1991, 4.2011], [4.0786, 0.8995, 4.9903], [2.9523, 0.2977, 4.4367], [2.9596, -0.0277, 3.0915], [1.6943, -0.9973, 2.3531], [1.6841, -0.3243, 0.7379], [2.8972, -0.1253, 0.2093], [2.9187, 0.0166, -1.2545], [4.0600, 0.0696, -2.0228], [3.9362, 0.2354, -3.3984], [2.6676, 0.3648, -3.9285], [1.5705, 0.2982, -3.0834], [1.6711, 0.1050, -1.7617], [4.8644, 0.1408, 0.4060], [6.0272, 1.1581, 2.2238], [6.0502, 1.6674, 4.6394], [4.0974, 1.1265, 6.0474], [2.1001, 0.0466, 5.0550], [5.0454, -0.0288, -1.5879], [4.8144, 0.2695, -4.0299], [2.5119, 0.5161, -4.9876], [0.5863, 0.4063, -3.4997]], "total_charge": 4, "e_tot_ev": -75081.75623, "homo_lumo_gap_ev": 4.8}